1.
Here is 5 unconnected molecules or ions with the total composition C6H24N2O4 from OMol25. Energies are from wB97M-V/def2-TZVPD.

Cartesian coordinates (Å):
1 C -0.11594 3.10342 -0.43633
2 C 0.12624 2.00437 0.56426
3 C -1.01660 0.93776 0.36933
4 C -0.65463 -0.60914 0.48696
5 C -1.86251 -1.41266 0.96296
6 N -1.40601 -2.50673 1.81590
7 N -0.21319 -0.94440 -0.88999
8 C 1.21402 -1.28091 -1.04895
9 H 0.55841 3.94021 -0.25634
10 H -1.13874 3.49063 -0.40987
11 H 0.04177 2.77327 -1.47042
12 H 1.02619 1.41988 0.42919
13 H 0.11217 2.33684 1.60065
14 H -1.52739 0.98798 -0.58271
15 H -1.67330 1.11623 1.23119
16 H 0.17789 -0.69485 1.18531
17 H -2.38436 -1.75668 0.06490
18 H -2.53099 -0.75034 1.51773
19 H -0.48788 -2.39690 2.21784
20 H -2.09889 -2.81771 2.47489
21 H -0.77265 -1.63355 -1.36802
22 H 1.71249 -0.51674 -1.65395
23 H 1.26835 -2.26232 -1.53197
24 H 1.73701 -1.33291 -0.09325
25 O 2.30305 0.10437 1.76730
26 H 2.49450 0.68818 1.03029
27 H 1.54201 0.51533 2.18692
28 O 1.55223 0.76909 -3.94693
29 H 1.27997 0.92332 -3.03348
30 H 0.66525 0.60148 -4.30338
31 O 1.12078 -2.01960 3.66048
32 H 1.06039 -1.28440 4.28259
33 H 1.78755 -1.67488 3.04745
34 O -1.35210 -0.00584 -3.68980
35 H -1.28499 -0.64110 -2.96441
36 H -1.26010 0.82930 -3.21632

Its total charge is 0. The calculation puts the HOMO-LUMO gap at 9.1 eV. The total energy comes out at -653.41574 Ha. As for the SMILES: CCC[C@@H](CN)NC.O.O.O.O. The LUMO energy comes out at 0.31 eV.


2.
Here is a single C5H8OS molecule from OMol25. Energies are from wB97M-V/def2-TZVPD.

Cartesian coordinates (Å):
1 C 1.80887 0.46515 -1.79449
2 S 0.56314 1.46130 -0.95340
3 C -0.24687 0.32212 0.13305
4 C -0.23655 -1.13289 -0.25601
5 C -0.86324 0.85240 1.19941
6 C -1.69569 0.10976 2.17019
7 O -2.22489 0.64369 3.11528
8 H 2.54766 0.06388 -1.07970
9 H 2.34045 1.13219 -2.43158
10 H 1.36748 -0.30846 -2.42085
11 H -0.82309 -1.76180 0.43257
12 H -0.68376 -1.25911 -1.24856
13 H 0.78323 -1.52646 -0.26129
14 H -0.79287 1.89079 1.39665
15 H -1.84387 -0.95255 1.99872

Its total charge is 0. The calculation puts the HOMO-LUMO gap at 9.1 eV. The total energy comes out at -668.71144 Ha. As for the SMILES: CS/C(C)=C/C=O. The LUMO energy comes out at 0.34 eV.


3.
Here is a molecular structure, C37H36ClGdOP2 from OMol25. Energies are from wB97M-V/def2-TZVPD.

Cartesian coordinates (Å):
1 Gd 1.03714 -0.03942 -0.47667
2 Cl -0.09572 -0.14100 -2.70833
3 P -0.14573 2.61498 -0.10112
4 P -0.12681 -2.67883 0.02077
5 C -0.04171 3.53632 1.46978
6 C -1.62213 3.32100 -0.88930
7 C 1.31084 3.24084 -1.04400
8 C 1.42738 -3.53533 -0.45445
9 C -0.63423 -3.51501 1.56422
10 C -1.35266 -3.22927 -1.20685
11 C 1.05423 4.34619 1.80950
12 C 1.15584 4.87667 3.09645
13 C 0.14952 4.64329 4.03762
14 C -0.98385 3.90308 3.67918
15 C -1.07960 3.34464 2.40609
16 H 1.83327 4.55281 1.07324
17 H 2.03506 5.46665 3.36010
18 H 0.25323 5.03500 5.04961
19 H -1.79042 3.74879 4.39838
20 H -1.96360 2.76512 2.12913
21 C 2.59297 2.72511 -0.73114
22 C 3.67845 3.06131 -1.54775
23 C 3.51424 3.95263 -2.60919
24 C 2.25937 4.51233 -2.86865
25 C 1.15344 4.14969 -2.09979
26 H 2.76132 2.13972 0.18991
27 H 4.65314 2.61030 -1.35560
28 H 4.36052 4.22166 -3.24216
29 H 2.12842 5.23845 -3.66938
30 H 0.16756 4.57706 -2.29435
31 C -2.10340 4.60450 -0.58542
32 C -3.29699 5.06230 -1.15329
33 C -4.02796 4.24726 -2.02284
34 C -3.53280 2.97933 -2.36095
35 C -2.34321 2.52211 -1.80210
36 H -1.55414 5.24175 0.10773
37 H -3.65500 6.06209 -0.90393
38 H -4.97703 4.60064 -2.43345
39 H -4.08683 2.35060 -3.06097
40 H -1.95641 1.53931 -2.07330
41 C -1.87260 -4.16875 1.69367
42 C -2.29928 -4.61959 2.94720
43 C -1.48618 -4.44439 4.07162
44 C -0.20902 -3.88403 3.93093
45 C 0.21701 -3.42315 2.68622
46 H -2.49805 -4.33196 0.81317
47 H -3.27063 -5.10874 3.03652
48 H -1.84638 -4.75359 5.05464
49 H 0.45377 -3.80289 4.79534
50 H 1.21660 -2.99747 2.57354
51 C 2.36345 -2.84178 -1.25428
52 C 3.66392 -3.34413 -1.37600
53 C 3.98680 -4.60180 -0.85306
54 C 3.01599 -5.34854 -0.17492
55 C 1.74603 -4.80735 0.04469
56 H 2.06407 -1.95996 -1.85542
57 H 4.42802 -2.75350 -1.88926
58 H 4.98847 -5.01766 -0.98277
59 H 3.23875 -6.35240 0.18965
60 H 0.99891 -5.36482 0.61095
61 C -1.12510 -4.32576 -2.04744
62 C -2.04389 -4.62889 -3.05660
63 C -3.18993 -3.84581 -3.23159
64 C -3.43529 -2.76724 -2.37008
65 C -2.52649 -2.46390 -1.36065
66 H -0.22738 -4.92978 -1.90981
67 H -1.85311 -5.48361 -3.70804
68 H -3.89092 -4.07877 -4.03622
69 H -4.33990 -2.16750 -2.49039
70 H -2.71111 -1.62499 -0.68881
71 H 3.21453 -0.04985 -3.26641
72 H 2.45290 -0.05684 -3.29642
73 C 1.05244 0.33254 3.05066
74 O 0.45172 0.10802 1.74433
75 H 2.12724 0.43667 2.89786
76 H 0.85808 -0.52043 3.71388
77 H 0.65389 1.25194 3.48471
78 H -0.52306 0.08603 1.81188

The spin multiplicity is 8. Its total charge is +2. The calculation puts the HOMO-LUMO gap (alpha / beta) at 7.8 / 4.7 eV. The total energy comes out at -3414.82587 Ha. The LUMO energy (alpha / beta) comes out at -6.11 / -8.92 eV.


4.
Here is 2 unconnected molecules or ions with the total composition C3H10N2O2 from OMol25. Energies are from wB97M-V/def2-TZVPD.

Cartesian coordinates (Å):
1 C 0.57530 1.18781 0.56169
2 C -0.76801 -1.97518 -0.14932
3 C 1.03634 0.41954 1.79501
4 N -1.77165 -0.13525 -1.14137
5 N -0.93629 -1.10792 -1.10859
6 O -1.65978 0.48806 -2.41165
7 O 1.14067 0.68756 -0.63200
8 H -1.70103 1.44047 -2.23014
9 H 2.09323 0.83332 -0.60550
10 H -0.50576 1.09211 0.44218
11 H -0.34285 -1.20124 -1.94350
12 H 0.82077 2.25364 0.67280
13 H -1.39026 -1.92305 0.72179
14 H -0.04159 -2.75284 -0.26711
15 H 0.63939 0.89055 2.69306
16 H 2.12803 0.41436 1.85609
17 H 0.68350 -0.61193 1.74656

Its total charge is 0. The calculation puts the HOMO-LUMO gap (alpha / beta) at 8.1 / 8.1 eV. The total energy comes out at -380.14643 Ha. The LUMO energy (alpha / beta) comes out at 0.88 / 0.88 eV.


5.
Here is a single C3H4OS molecule from OMol25. Energies are from wB97M-V/def2-TZVPD.

Cartesian coordinates (Å):
1 C -2.77509 0.00728 0.51760
2 C -1.58836 0.10606 0.28466
3 C -0.09613 0.02813 -0.05532
4 S 1.74449 0.30372 0.85809
5 O 2.73188 0.33109 -0.52070
6 H -3.75830 -0.07952 0.76785
7 H 0.30541 -0.96920 -0.38029
8 H 0.04288 0.69057 -0.87374
9 H 3.39322 -0.41813 -0.59814

Its total charge is 0. The calculation puts the HOMO-LUMO gap at 9.3 eV. The total energy comes out at -589.98418 Ha. As for the SMILES: C#CCSO. The LUMO energy comes out at 0.33 eV.


6.
Here is 2 unconnected molecules or ions with the total composition C2HO4S2 from OMol25. Energies are from wB97M-V/def2-TZVPD.

Cartesian coordinates (Å):
1 C -1.74140 -0.17604 -0.14235
2 C -1.46401 -1.51501 -0.49675
3 O -0.85120 0.75751 -0.79487
4 O -2.67629 0.24258 0.51611
5 O 1.93289 0.63869 -0.48103
6 O 3.17071 0.86893 1.60971
7 S -0.91812 -2.89850 0.03670
8 S 2.45884 1.53788 0.50081
9 H 0.08856 0.54397 -0.74834

Its total charge is -1. The calculation puts the HOMO-LUMO gap (alpha / beta) at 6.9 / 2.9 eV. The total energy comes out at -1174.12333 Ha. The LUMO energy (alpha / beta) comes out at 1.75 / 1.24 eV.